Entry from the OMol25 dataset: C7H6N3 as an isolated structure (ωB97M-V/def2-TZVPD).

Each line ends with the natural charge from an NBO analysis.
Atoms and positions in Å:
C 0.69543 1.71360 -0.00547  0.190
C -0.50789 1.78896 -0.22424  -0.259
C 0.04680 -0.96609 -0.10480  -0.233
C 2.66033 -1.16670 0.02221  0.016
C 1.75849 0.80786 0.00823  0.056
C -0.99218 -0.13599 -0.03926  0.398
C 1.38493 -0.52445 -0.13111  -0.134
N 3.61264 -0.31696 0.06382  -0.194
N 3.05014 0.88627 0.12348  -0.284
N -2.30920 -0.08477 0.21730  -0.707
H -0.12607 -1.94132 -0.46516  0.292
H 2.71941 -2.30824 0.02384  0.246
H 3.63044 1.79914 0.20929  0.455
H -1.45717 2.43610 -0.15836  0.304
H -2.82008 -0.43578 1.00454  0.440
H -2.72978 0.64354 -0.35935  0.413

Results
2S+1: 1
Kohn-Sham gap (spin up / spin down), eV: 7.340 / 7.339
Electronic energy, Ha: -434.168696
Total charge: +1
Energy above the lowest of the compared OMol25 structures with the same formula, charge and spin, kcal per mole: 70.8



Entry from the OMol25 dataset: a 3-piece molecular cluster, C18H38Cl2O4Si overall (ωB97M-V/def2-TZVPD).

Each line ends with the natural charge from an NBO analysis.
Atoms and positions in Å:
C -6.16005 2.70559 -0.52696  -0.630
C -5.66587 2.52055 -1.96912  -0.202
Cl -6.94222 3.17065 -3.05015  -0.049
C -5.30377 1.06847 -2.32689  -0.183
Cl -5.33898 0.81247 -4.09832  -0.040
C -3.88943 0.63978 -1.86604  -0.254
C -3.67082 0.65421 -0.32880  -0.077
O -3.09781 -0.60264 0.04333  -0.498
C -3.23626 -1.50499 -0.95821  0.798
O -3.02965 -2.67836 -0.76911  -0.578
C -3.55272 -0.81861 -2.24372  -0.767
Si -2.01266 -1.06929 -3.34761  1.673
C -1.96525 0.16521 -4.76095  -1.120
C -2.06768 -2.80833 -4.03375  -1.119
C -0.46707 -0.90462 -2.30383  -1.129
H -6.80612 3.58225 -0.46937  0.242
H -5.33364 2.87536 0.16152  0.216
H -6.73581 1.84382 -0.18408  0.215
H -4.79432 3.15543 -2.14407  0.216
H -6.04905 0.38932 -1.90562  0.218
H -3.18721 1.33739 -2.33621  0.216
H -4.58867 0.76673 0.23828  0.187
H -2.97591 1.44142 -0.02515  0.195
H -4.39915 -1.31124 -2.72676  0.276
H -2.53854 -0.20467 -5.61318  0.244
H -0.92057 0.28485 -5.06689  0.239
H -2.35167 1.14874 -4.48589  0.237
H -3.03277 -3.05252 -4.48069  0.239
H -1.28411 -2.89645 -4.79367  0.235
H -1.84335 -3.52473 -3.23855  0.256
H -0.40701 -1.75549 -1.61960  0.259
H 0.38409 -0.96035 -2.99125  0.239
H -0.39304 0.01426 -1.71871  0.243
C 1.87654 -2.29150 2.54382  -0.643
C 2.06143 -1.11965 1.59555  -0.066
O 0.86275 -0.67461 0.98410  -0.539
C -0.14175 -0.20328 1.86323  -0.065
C 0.27717 1.00073 2.69168  -0.646
H 1.40105 -3.12852 2.03081  0.213
H 2.84834 -2.61629 2.91739  0.214
H 1.26307 -2.02981 3.40685  0.202
H 2.70197 -1.41909 0.76539  0.184
H 2.57124 -0.29486 2.10544  0.168
H -0.50282 -1.00949 2.51146  0.163
H -0.97310 0.06409 1.21243  0.189
H 1.09040 0.76696 3.37979  0.207
H -0.56747 1.35067 3.28716  0.211
H 0.60659 1.81468 2.04356  0.207
C 6.50363 1.08044 1.11974  -0.645
C 5.78997 1.33132 2.43697  -0.064
O 5.33970 0.15547 3.08475  -0.538
C 6.33897 -0.78295 3.44042  -0.064
C 7.38392 -0.24508 4.40258  -0.645
H 5.86514 0.51322 0.44131  0.214
H 6.75166 2.03173 0.64789  0.216
H 7.43411 0.52756 1.25429  0.203
H 4.88381 1.91093 2.25880  0.187
H 6.42202 1.92511 3.10734  0.159
H 6.81965 -1.19368 2.54502  0.159
H 5.79250 -1.60080 3.91064  0.187
H 7.97729 0.55601 3.96026  0.203
H 8.06967 -1.04426 4.68567  0.216
H 6.90965 0.14072 5.30572  0.213

Results
2S+1: 1
Structure (SMILES): C[C@H](Cl)[C@@H](Cl)[C@H]1COC(=O)[C@@H]1[Si](C)(C)C.CCOCC.CCOCC
Kohn-Sham gap, eV: 10.041
Electronic energy, Ha: -2219.503041
Total charge: 0



Entry from the OMol25 dataset: C2F3KNO5S as an isolated structure (ωB97M-V/def2-TZVPD).

Each line ends with the natural charge from an NBO analysis.
Atoms and positions in Å:
K 0.72976 -2.28968 1.83966  0.969
N 0.49726 -0.78710 -1.31821  -0.659
S -1.00296 -0.65144 -0.84891  2.116
O -1.93830 -0.87862 -1.96105  -0.972
O -1.28164 -1.33521 0.45696  -1.076
C -1.44260 1.11959 -0.37933  0.694
F -1.18892 1.93163 -1.40311  -0.331
F -0.71412 1.51850 0.66330  -0.337
F -2.73011 1.24116 -0.05805  -0.338
O 1.33231 -1.08073 -0.21845  -0.806
O 2.37756 -0.25555 1.99679  -0.725
C 2.51667 0.25033 0.91148  1.047
O 2.84510 1.21710 0.31891  -0.583

Results
2S+1: 1
Kohn-Sham gap, eV: 4.793
Electronic energy, Ha: -1804.926239
Total charge: -1